1.
The following is a DFT calculation (ωB97M-V/def2-TZVPD) of the molecule C7H12N2O5 in a non-equilibrium geometry.

Molecular weight ... 204.18 g mol⁻¹
Energy ... -20670.7699 eV
LUMO energy ... 0.18 eV
Total charge ... 0
Orbital gap ... 10.15 eV
Energy above the lowest of the compared OMol25 structures with the same formula, charge and spin ... 47.6 kcal/mol
Structure (SMILES) ... NCC(=O)N[C@@H](CCC(=O)O)C(=O)O
HOMO energy ... -9.967 eV

CARTESIAN COORDINATES (ANGSTROEM)
N -2.903 -2.268 0.970
C -2.206 -2.293 -0.383
C -1.109 -1.164 -0.506
O -0.173 -1.267 -1.249
N -1.211 -0.150 0.364
C -0.453 1.054 0.458
C 1.058 1.155 -0.002
C 2.245 0.618 0.856
C 3.128 -0.434 0.082
O 4.350 -0.288 0.164
O 2.552 -1.679 -0.379
C -1.225 2.148 -0.183
O -0.758 3.128 -0.686
O -2.480 1.953 0.174
H -2.314 -2.817 1.628
H -3.716 -2.942 0.713
H -1.856 -3.245 -0.675
H -2.951 -1.924 -1.140
H -1.864 -0.204 1.176
H -0.383 1.355 1.535
H 1.120 2.239 -0.140
H 0.970 0.544 -1.026
H 2.905 1.433 1.065
H 1.857 0.215 1.804
H 1.598 -1.600 -0.254
H -3.121 2.590 -0.162

Atoms 1-3, force components in eV/Å:
-0.7 -2.4 -1.8
-0.9 3.5 0.6
-0.8 -1.5 2.0

Atomic partial charges in e from the Löwdin method, atoms 1 to 2: N -0.03; C -0.14


2.
The following is a DFT calculation (ωB97M-V/def2-TZVPD) of a cluster of 2 separate species, C4H6ClNS in total in a non-equilibrium geometry.

Molecular weight ... 135.62 g mol⁻¹
Energy ... -29086.1651 eV
LUMO energy (spin up / spin down) ... 0.71 / -2.60 eV
Total charge ... 0
Expectation value of S² ... 2.012
Orbital gap (spin up / spin down) ... 6.24 / 6.15 eV
Energy above the lowest of the compared OMol25 structures with the same formula, charge and spin ... 68.2 kcal/mol
Spin multiplicity ... 3
HOMO energy (spin up / spin down) ... -5.521 / -8.744 eV

CARTESIAN COORDINATES (ANGSTROEM)
C 2.455 0.471 -1.270
C -0.953 -0.047 -0.683
C -0.575 -0.240 0.624
C -1.427 0.024 1.868
N 2.461 -0.201 -2.220
S 2.056 -0.851 -3.537
Cl 2.791 1.039 0.146
H -0.395 -0.282 -1.547
H -1.971 0.361 -0.736
H 0.439 -0.464 0.779
H -0.899 0.593 2.504
H -1.661 -0.875 2.416
H -2.321 0.469 1.656

Atoms 1-3, force components in eV/Å:
-3.7 4.7 0.9
-1.4 0.2 4.1
-1.5 0.8 -2.3

Atomic partial charges in e from the Löwdin method, atoms 1 to 2: C -0.85; C 0.01


3.
The following is a DFT calculation (ωB97M-V/def2-TZVPD) of a cluster of 6 separate species, C23H57ClO21P6SSi in total in a non-equilibrium geometry.

Molecular weight ... 951.14 g mol⁻¹
Energy ... -154754.6016 eV
LUMO energy ... 0.35 eV
Total charge ... 0
Orbital gap ... 8.19 eV
Structure (SMILES) ... Cc1ccc(C[Si@@H](S)P(O)Cl)cc1.COP(=O)(OC)OC.COP(=O)(OC)OC.COP(=O)(OC)OC.COP(=O)(OC)OC.COP(=O)(OC)OC
HOMO energy ... -7.839 eV

CARTESIAN COORDINATES (ANGSTROEM)
C -2.701 -3.080 -0.860
C -3.573 -1.828 -0.767
C -3.269 -0.818 0.109
C -4.098 0.281 0.185
C -5.205 0.358 -0.624
C -6.118 1.575 -0.472
Si -7.944 1.103 -0.373
S -8.736 1.006 -2.380
P -8.331 -0.820 0.755
O -6.891 -1.453 1.225
Cl -9.052 -2.137 -0.701
C -5.499 -0.646 -1.517
C -4.670 -1.750 -1.594
H -3.298 -3.994 -0.893
H -2.051 -3.125 0.015
H -2.113 -2.974 -1.778
H -2.396 -0.917 0.745
H -3.877 1.076 0.889
H -5.838 2.167 0.408
H -5.954 2.248 -1.326
H -8.696 2.199 0.275
H -8.657 -0.278 -2.778
H -6.522 -2.063 0.566
H -6.372 -0.625 -2.161
H -4.914 -2.547 -2.290
C 3.363 -5.650 1.094
O 2.076 -5.345 0.555
P 0.838 -4.930 1.451
O -0.434 -4.985 0.744
O 1.141 -3.484 2.027
C 2.245 -3.217 2.898
O 0.947 -5.897 2.712
C -0.163 -5.897 3.615
H 3.853 -6.343 0.413
H 3.966 -4.744 1.155
H 3.292 -6.118 2.074
H 3.068 -2.790 2.320
H 2.580 -4.108 3.420
H 1.925 -2.492 3.635
H -0.372 -4.885 3.964
H 0.100 -6.518 4.467
H -1.044 -6.310 3.125
C -1.516 1.239 -4.841
O -1.775 1.121 -3.442
P -1.763 2.348 -2.444
O -1.728 1.957 -1.041
O -3.043 3.234 -2.798
C -3.213 3.866 -4.063
O -0.529 3.225 -2.922
C -0.142 4.317 -2.067
H -1.105 0.293 -5.188
H -2.446 1.423 -5.380
H -0.795 2.027 -5.058
H -3.875 3.265 -4.686
H -2.263 4.023 -4.575
H -3.679 4.836 -3.896
H -0.994 4.975 -1.883
H 0.639 4.880 -2.567
H 0.241 3.938 -1.126
C 2.974 -1.055 8.188
O 2.738 -1.781 6.980
P 1.704 -2.971 6.867
O 1.863 -3.762 5.655
O 0.249 -2.339 6.981
C -0.211 -1.655 8.145
O 1.903 -3.777 8.225
C 1.239 -5.045 8.319
H 3.994 -0.679 8.156
H 2.296 -0.204 8.251
H 2.866 -1.686 9.068
H -0.123 -0.579 7.994
H 0.339 -1.950 9.040
H -1.261 -1.900 8.289
H 0.171 -4.933 8.126
H 1.381 -5.422 9.328
H 1.671 -5.747 7.607
C 5.566 4.957 -0.146
O 4.268 5.308 -0.627
P 3.080 5.754 0.314
O 1.784 5.747 -0.344
O 3.456 7.192 0.889
C 4.595 7.421 1.712
O 3.200 4.777 1.566
C 2.116 4.804 2.503
H 6.004 4.255 -0.853
H 6.201 5.841 -0.103
H 5.521 4.480 0.832
H 5.408 7.823 1.107
H 4.926 6.514 2.220
H 4.326 8.159 2.465
H 1.945 5.821 2.862
H 2.385 4.170 3.344
H 1.209 4.420 2.038
C 1.589 -0.479 -9.027
O 1.735 0.791 -8.390
P 2.505 0.996 -7.023
O 2.250 2.287 -6.404
O 4.051 0.756 -7.323
C 4.564 -0.494 -7.776
O 2.068 -0.256 -6.140
C 2.450 -0.229 -4.757
H 0.673 -0.455 -9.613
H 2.424 -0.657 -9.703
H 1.515 -1.290 -8.303
H 4.705 -0.460 -8.857
H 3.910 -1.327 -7.514
H 5.532 -0.654 -7.304
H 3.528 -0.085 -4.661
H 2.177 -1.184 -4.316
H 1.924 0.571 -4.239

Atoms 1-3, force components in eV/Å:
-0.2 1.0 0.2
0.8 -2.0 -0.3
0.1 0.2 0.4

Atomic partial charges in e from the Löwdin method, atoms 1 to 2: C -0.04; C -0.28


4.
The following is a DFT calculation (ωB97M-V/def2-TZVPD) of a structure of composition C42H105N7 in a non-equilibrium geometry.

Molecular weight ... 708.35 g mol⁻¹
Energy ... -55663.8926 eV
LUMO energy ... 0.58 eV
Total charge ... 0
Orbital gap ... 8.11 eV
Energy above the lowest of the compared OMol25 structures with the same formula, charge and spin ... 499.3 kcal/mol
HOMO energy ... -7.532 eV

CARTESIAN COORDINATES (ANGSTROEM)
C 6.693 18.838 -32.775
C 7.855 18.646 -31.671
N 7.193 18.282 -30.404
C 7.437 19.374 -29.430
C 6.616 19.255 -28.076
C 7.631 16.982 -29.889
C 7.115 15.931 -30.863
H 7.211 18.874 -33.734
H 6.264 19.827 -32.616
H 5.962 18.029 -32.767
H 8.455 17.816 -32.042
H 8.512 19.514 -31.614
H 8.453 19.740 -29.279
H 7.017 20.240 -29.941
H 5.722 18.633 -28.123
H 7.230 19.008 -27.211
H 6.315 20.212 -27.651
H 7.257 16.813 -28.879
H 8.720 17.019 -29.852
H 6.034 15.830 -30.770
H 7.603 15.010 -30.543
H 7.358 16.011 -31.923
C 6.468 22.467 -35.803
C 7.057 21.406 -34.823
N 8.425 21.104 -35.183
C 8.646 20.482 -36.538
C 8.000 19.084 -36.765
C 8.998 20.352 -34.077
C 10.421 19.991 -34.187
H 6.503 22.039 -36.804
H 6.993 23.401 -35.601
H 5.408 22.658 -35.632
H 7.125 21.913 -33.860
H 6.558 20.452 -34.653
H 8.523 21.261 -37.290
H 9.701 20.295 -36.735
H 8.245 18.692 -37.753
H 8.364 18.427 -35.975
H 6.915 19.036 -36.671
H 8.568 19.352 -34.111
H 8.945 20.860 -33.114
H 11.111 20.833 -34.238
H 10.679 19.352 -35.032
H 10.760 19.421 -33.322
C 11.180 17.443 -30.192
C 11.958 18.792 -29.911
N 12.352 19.418 -31.219
C 11.268 19.739 -32.087
C 10.452 20.891 -31.725
C 13.366 18.726 -32.005
C 14.627 18.516 -31.215
H 10.206 17.624 -30.647
H 10.872 16.988 -29.251
H 11.712 16.680 -30.760
H 11.450 19.497 -29.253
H 12.730 18.557 -29.178
H 11.599 19.996 -33.093
H 10.565 18.911 -32.177
H 9.782 21.167 -32.539
H 9.849 20.790 -30.822
H 11.064 21.787 -31.622
H 13.653 19.320 -32.872
H 12.958 17.786 -32.376
H 14.578 17.735 -30.457
H 14.886 19.387 -30.612
H 15.533 18.490 -31.821
C 10.542 15.645 -35.804
C 10.049 17.022 -35.649
N 8.808 17.231 -34.868
C 7.669 16.844 -35.664
C 6.298 17.320 -35.066
C 8.806 16.663 -33.535
C 9.965 17.121 -32.636
H 10.585 15.079 -34.874
H 11.527 15.621 -36.270
H 9.903 15.066 -36.471
H 10.974 17.559 -35.443
H 9.947 17.385 -36.671
H 7.761 15.758 -35.700
H 7.765 17.187 -36.694
H 6.341 18.373 -34.785
H 6.084 16.751 -34.162
H 5.458 17.280 -35.760
H 7.966 17.007 -32.931
H 8.937 15.594 -33.704
H 10.049 18.206 -32.579
H 9.819 16.548 -31.721
H 10.959 16.805 -32.951
C 5.641 14.806 -35.441
C 5.427 13.764 -36.548
N 6.645 13.631 -37.325
C 7.799 13.136 -36.579
C 7.532 11.914 -35.762
C 6.862 14.759 -38.207
C 7.753 14.481 -39.410
H 4.757 15.275 -35.009
H 6.206 15.687 -35.746
H 6.248 14.336 -34.666
H 5.052 12.846 -36.097
H 4.626 14.021 -37.241
H 8.639 12.743 -37.153
H 8.308 13.915 -36.012
H 6.905 12.185 -34.913
H 6.911 11.179 -36.276
H 8.385 11.301 -35.470
H 7.227 15.676 -37.744
H 5.909 15.134 -38.579
H 8.789 14.259 -39.154
H 7.697 15.250 -40.180
H 7.435 13.585 -39.944
C 8.192 13.878 -33.699
C 8.593 13.283 -32.375
N 8.127 11.919 -32.308
C 6.702 11.863 -32.150
C 6.071 12.621 -30.878
C 8.873 11.332 -31.215
C 8.566 9.816 -30.906
H 8.917 14.648 -33.963
H 7.166 14.247 -33.673
H 8.231 13.137 -34.497
H 9.665 13.476 -32.334
H 8.210 13.873 -31.543
H 6.323 12.278 -33.084
H 6.359 10.830 -32.217
H 6.534 12.281 -29.951
H 6.284 13.689 -30.928
H 5.000 12.428 -30.936
H 8.906 11.916 -30.295
H 9.874 11.324 -31.647
H 7.503 9.600 -30.804
H 9.171 9.537 -30.043
H 9.004 9.232 -31.716
C 12.442 17.889 -41.028
C 12.718 16.799 -40.022
N 12.309 17.106 -38.698
C 12.952 16.237 -37.700
C 14.434 16.677 -37.404
C 10.874 17.192 -38.556
C 10.053 15.887 -38.804
H 11.379 18.130 -41.051
H 12.874 17.560 -41.973
H 12.893 18.867 -40.864
H 12.284 15.848 -40.329
H 13.774 16.531 -40.018
H 12.486 16.090 -36.726
H 12.980 15.241 -38.143
H 14.491 17.567 -36.778
H 15.125 16.081 -36.808
H 14.903 16.818 -38.378
H 10.533 17.921 -39.291
H 10.667 17.611 -37.571
H 10.208 15.131 -38.034
H 10.285 15.374 -39.737
H 8.990 16.116 -38.883

Atoms 1-3, force components in eV/Å:
2.2 0.8 1.7
-2.7 -0.7 -0.8
0.9 1.2 1.8

Atomic partial charges in e from the Löwdin method, atoms 1 to 2: C -0.06; C -0.20


5.
The following is a DFT calculation (ωB97M-V/def2-TZVPD) of a cluster of 3 separate species, C3H10N2O4 in total in a non-equilibrium geometry.

Molecular weight ... 138.12 g mol⁻¹
Energy ... -14439.5375 eV
LUMO energy ... 0.66 eV
Total charge ... 0
Orbital gap ... 8.41 eV
Energy above the lowest of the compared OMol25 structures with the same formula, charge and spin ... 102.9 kcal/mol
HOMO energy ... -7.756 eV

CARTESIAN COORDINATES (ANGSTROEM)
C 0.727 1.474 2.130
C 1.173 0.742 0.942
C -0.333 0.505 -0.564
N -1.503 1.167 -1.456
N 0.823 -2.717 -0.874
O -2.299 2.064 -0.698
O 2.126 0.119 0.640
O 0.461 -0.050 -1.532
O -1.005 -0.404 0.249
H -0.177 0.992 2.494
H 0.467 2.491 1.847
H 1.494 1.480 2.907
H -1.054 1.743 -2.164
H 0.067 -3.366 -1.066
H 1.657 -3.056 -1.337
H 1.000 -2.720 0.123
H 0.660 -0.990 -1.306
H -2.731 1.510 -0.032
H -1.553 -0.984 -0.305

Atoms 1-3, force components in eV/Å:
0.2 0.1 0.6
-1.8 0.0 -2.9
0.3 0.1 -0.6

Atomic partial charges in e from the Löwdin method, atoms 1 to 2: C -0.03; C -0.26


6.
The following is a DFT calculation (ωB97M-V/def2-TZVPD) of a structure of composition H12O6V in a non-equilibrium geometry.

Molecular weight ... 159.03 g mol⁻¹
Energy ... -38138.3064 eV
LUMO energy (spin up / spin down) ... -15.67 / -14.54 eV
Total charge ... +3
Expectation value of S² ... 2.005
Orbital gap (spin up / spin down) ... 9.43 / 10.85 eV
Energy above the lowest of the compared OMol25 structures with the same formula, charge and spin ... 0.0 kcal/mol
Spin multiplicity ... 3
HOMO energy (spin up / spin down) ... -25.095 / -25.393 eV

CARTESIAN COORDINATES (ANGSTROEM)
V -7.529 -15.413 -0.004
O -9.148 -16.351 0.886
H -10.059 -16.333 0.608
H -9.157 -17.096 1.533
O -8.369 -15.854 -1.964
H -9.245 -16.255 -2.028
H -7.935 -16.070 -2.835
O -6.482 -17.250 -0.064
H -6.707 -18.173 -0.007
H -5.667 -17.303 -0.561
O -6.065 -14.396 -0.980
H -5.947 -14.235 -1.961
H -5.349 -13.856 -0.547
O -6.652 -15.078 1.830
H -7.152 -15.262 2.647
H -5.763 -15.446 2.014
O -8.377 -13.387 -0.045
H -7.915 -12.742 0.493
H -8.998 -12.864 -0.534

Atoms 1-3, force components in eV/Å:
-0.6 0.3 -1.0
1.0 -0.6 0.6
-1.1 0.4 -0.5

Atomic partial charges in e from the Löwdin method, atoms 1 to 2: V 1.31; O -0.01